Molecular formula: C4H12N2O
Method: DFT, the ωB97M-V functional and the def2-TZVPD basis

Output
Max |F|, eV Å⁻¹: 3.67
Structure (SMILES): N/C=C/CCN.O
Charge: 0
Frontier orbital gap, eV: 9.2
E_tot, eV: -9368.697
Energy above the lowest of the compared OMol25 structures with the same formula, charge and spin, kJ/mol: 240.93

Geometry (Å):
O (-3.539, -0.893, 1.152)
N (-0.597, -0.413, 2.175)
N (2.828, 0.135, -1.493)
C (1.742, 1.010, -1.440)
C (-0.324, 0.305, 0.963)
C (0.007, -0.345, -0.199)
C (0.313, 0.367, -1.486)
H (0.421, -0.453, -2.341)
H (-3.739, -0.993, 2.087)
H (-0.357, 1.082, -1.924)
H (-0.518, 0.389, 2.819)
H (-2.812, -0.225, 1.073)
H (0.210, -1.103, 2.369)
H (1.849, 1.602, -2.361)
H (-0.201, 1.439, 0.941)
H (1.824, 1.661, -0.543)
H (-0.227, -1.445, -0.230)
H (2.837, -0.480, -2.266)
H (2.982, -0.408, -0.637)

Here are the Löwdin charges for atoms 1 to 6, given in e: number 1, O, carries -0.0901; number 2, N, carries -0.0101; number 3, N, carries -0.0207; number 4, C, carries -0.3449; number 5, C, carries -0.2414; number 6, C, carries -0.1433

***

Molecular formula: C4H12N2O
Method: DFT, the ωB97M-V functional and the def2-TZVPD basis

Output
Max |F|, eV Å⁻¹: 1.79
Structure (SMILES): N/C=C/CCN.O
Charge: 0
Frontier orbital gap, eV: 8.4
E_tot, eV: -9368.582
Energy above the lowest of the compared OMol25 structures with the same formula, charge and spin, kJ/mol: 252.03

Geometry (Å):
O (4.226, -2.913, 0.621)
N (-3.101, 0.790, -0.686)
N (1.161, -1.358, 0.484)
C (0.122, 0.828, 0.681)
C (-1.819, 1.538, -0.819)
C (0.254, -0.384, 0.082)
C (-1.049, 1.731, 0.486)
H (-0.746, 2.774, 0.609)
H (0.088, -0.459, -0.988)
H (1.221, -2.201, -0.052)
H (-1.614, 1.467, 1.373)
H (3.772, -2.273, 0.047)
H (-2.175, 2.503, -1.205)
H (1.010, 1.225, 1.180)
H (-1.173, 1.044, -1.554)
H (1.296, -1.475, 1.471)
H (4.885, -3.304, 0.044)
H (-2.977, -0.061, -0.152)
H (-3.382, 0.526, -1.621)

Here are the Löwdin charges for atoms 1 to 6, given in e: number 1, O, carries -0.0727; number 2, N, carries -0.0188; number 3, N, carries 0.0376; number 4, C, carries -0.1412; number 5, C, carries -0.2798; number 6, C, carries -0.2277

***

Molecular formula: C4H12N2O
Method: DFT, the ωB97M-V functional and the def2-TZVPD basis

Output
Max |F|, eV Å⁻¹: 4.86
Structure (SMILES): CNC[C@H](N)CO
Charge: 0
Frontier orbital gap, eV: 9.8
E_tot, eV: -9367.500
Energy above the lowest of the compared OMol25 structures with the same formula, charge and spin, kJ/mol: 356.39

Geometry (Å):
O (2.340, 1.602, -1.568)
N (-1.184, -1.114, 0.766)
N (1.509, -1.175, 0.164)
C (-0.750, -0.077, -0.177)
C (0.761, -0.034, -0.637)
C (-2.637, -0.655, 1.159)
C (1.471, 1.293, -0.364)
H (-1.430, -0.227, -1.080)
H (-3.128, -1.053, 0.259)
H (2.909, 2.316, -1.150)
H (-2.788, 0.498, 1.153)
H (-0.447, -1.220, 1.580)
H (2.307, 1.257, 0.460)
H (1.207, -2.022, -0.506)
H (-2.985, -1.164, 2.112)
H (0.620, 2.063, -0.437)
H (2.427, -1.072, -0.194)
H (-0.944, 1.031, 0.179)
H (0.743, -0.247, -1.718)

Here are the Löwdin charges for atoms 1 to 6, given in e: number 1, O, carries -0.1527; number 2, N, carries -0.1533; number 3, N, carries 0.0072; number 4, C, carries -0.2757; number 5, C, carries -0.3405; number 6, C, carries -0.1187

***

Molecular formula: C4H12N2O
Method: DFT, the ωB97M-V functional and the def2-TZVPD basis

Output
Max |F|, eV Å⁻¹: 2.32
Structure (SMILES): N/C=C/CCN.O
Charge: 0
Frontier orbital gap, eV: 9.0
E_tot, eV: -9369.209
Energy above the lowest of the compared OMol25 structures with the same formula, charge and spin, kJ/mol: 191.52

Geometry (Å):
O (4.067, -2.646, 0.397)
N (-3.042, 0.800, -0.766)
N (1.004, -1.352, 0.406)
C (-1.860, 1.639, -0.961)
C (0.083, 0.916, 0.579)
C (0.090, -0.330, 0.112)
C (-1.105, 1.823, 0.389)
H (0.611, -2.277, 0.328)
H (-3.566, 0.710, -1.623)
H (1.340, -1.257, 1.356)
H (-2.161, 2.629, -1.320)
H (-0.698, 2.837, 0.383)
H (-1.935, 1.763, 1.073)
H (-1.160, 1.281, -1.731)
H (-2.765, -0.103, -0.408)
H (4.264, -3.379, -0.196)
H (3.418, -2.105, -0.069)
H (0.943, 1.419, 1.010)
H (-0.538, -0.614, -0.729)

Here are the Löwdin charges for atoms 1 to 6, given in e: number 1, O, carries -0.0747; number 2, N, carries -0.0118; number 3, N, carries 0.0292; number 4, C, carries -0.3075; number 5, C, carries -0.1202; number 6, C, carries -0.2267

***

Molecular formula: C4H12N2O
Method: DFT, the ωB97M-V functional and the def2-TZVPD basis

Output
Max |F|, eV Å⁻¹: 2.93
Structure (SMILES): CN[C@@H](CN)CO
Charge: 0
Frontier orbital gap, eV: 9.0
E_tot, eV: -9368.818
Energy above the lowest of the compared OMol25 structures with the same formula, charge and spin, kJ/mol: 229.25

Geometry (Å):
O (-0.281, -1.524, -1.683)
N (-2.415, -0.256, 0.494)
N (1.077, 0.976, 0.741)
C (0.027, 0.133, 0.203)
C (-1.398, 0.723, 0.328)
C (0.430, -0.407, -1.203)
C (2.381, 0.525, 1.094)
H (0.157, -2.344, -1.511)
H (-2.335, -1.243, 0.368)
H (-1.475, 1.393, -0.543)
H (0.262, 0.429, -1.914)
H (3.163, 0.809, 0.394)
H (-1.357, 1.379, 1.211)
H (2.781, 0.929, 2.044)
H (0.773, 1.928, 0.632)
H (0.060, -0.727, 0.904)
H (1.496, -0.527, -1.294)
H (2.335, -0.558, 1.207)
H (-3.155, -0.045, 1.138)

Here are the Löwdin charges for atoms 1 to 6, given in e: number 1, O, carries -0.0482; number 2, N, carries 0.0057; number 3, N, carries -0.1157; number 4, C, carries -0.3472; number 5, C, carries -0.2524; number 6, C, carries -0.2262

***

Molecular formula: C4H12N2O
Method: DFT, the ωB97M-V functional and the def2-TZVPD basis

Output
Max |F|, eV Å⁻¹: 6.93
Structure (SMILES): CC/C(N)=C/N.O
Charge: 0
Frontier orbital gap, eV: 8.6
E_tot, eV: -9367.050
Energy above the lowest of the compared OMol25 structures with the same formula, charge and spin, kJ/mol: 399.84

Geometry (Å):
O (-3.678, -4.771, 2.277)
N (2.083, 1.514, 0.423)
N (0.085, -0.595, 1.603)
C (0.731, 1.171, -0.078)
C (0.434, 2.023, -1.454)
C (-0.152, 0.491, 0.655)
C (0.317, 0.948, -2.580)
H (1.217, 2.681, -1.622)
H (0.780, -1.213, 1.343)
H (-0.668, 2.559, -1.293)
H (-0.559, 0.905, -3.165)
H (-2.745, -4.638, 2.423)
H (1.090, 1.294, -3.281)
H (2.407, 0.815, 1.233)
H (-3.916, -5.463, 2.929)
H (-1.117, 0.904, 0.974)
H (0.448, -0.198, 2.421)
H (2.659, 1.664, -0.300)
H (0.584, -0.091, -2.508)

Here are the Löwdin charges for atoms 1 to 6, given in e: number 1, O, carries -0.0678; number 2, N, carries 0.0730; number 3, N, carries 0.0158; number 4, C, carries -0.2926; number 5, C, carries -0.1450; number 6, C, carries -0.2027

***

Molecular formula: C4H12N2O
Method: DFT, the ωB97M-V functional and the def2-TZVPD basis

Output
Max |F|, eV Å⁻¹: 2.97
Charge: +1
Frontier orbital gap (spin up / spin down), eV: 10.4 / 6.7
E_tot, eV: -9360.246
Spin multiplicity: 2
Energy above the lowest of the compared OMol25 structures with the same formula, charge and spin, kJ/mol: 209.48

Geometry (Å):
O (-0.728, -0.533, 1.466)
N (1.027, -0.345, -0.706)
N (-1.181, -1.972, -0.218)
C (0.585, 1.886, -1.503)
C (-1.747, -1.192, 0.967)
C (0.869, 1.068, -0.435)
C (1.107, 1.524, 0.966)
H (0.256, 1.425, 1.681)
H (-2.030, -2.315, -0.703)
H (1.089, -0.488, -1.722)
H (1.358, 2.590, 0.890)
H (0.233, 1.593, -2.507)
H (1.866, -0.685, -0.246)
H (0.032, -1.063, -0.248)
H (-0.770, -2.857, 0.088)
H (-2.178, -1.971, 1.619)
H (-2.581, -0.584, 0.553)
H (1.988, 0.993, 1.388)
H (0.803, 2.924, -1.331)

Here are the Löwdin charges for atoms 1 to 6, given in e: number 1, O, carries 0.0539; number 2, N, carries 0.1126; number 3, N, carries 0.0103; number 4, C, carries 0.1014; number 5, C, carries -0.3041; number 6, C, carries -0.3918

***

Molecular formula: C4H12N2O
Method: DFT, the ωB97M-V functional and the def2-TZVPD basis

Output
Max |F|, eV Å⁻¹: 3.06
Charge: +1
Frontier orbital gap (spin up / spin down), eV: 11.3 / 6.7
E_tot, eV: -9360.945
Spin multiplicity: 2
Energy above the lowest of the compared OMol25 structures with the same formula, charge and spin, kJ/mol: 142.12

Geometry (Å):
O (1.533, 1.780, -1.275)
N (-2.519, -1.403, -0.642)
N (-0.726, -0.438, 0.442)
C (0.160, 0.546, 0.967)
C (-1.876, -1.316, 0.622)
C (1.649, 0.254, 0.680)
C (1.981, 0.510, -0.779)
H (2.245, 0.978, 1.239)
H (-2.538, -0.917, 1.400)
H (1.410, -0.161, -1.425)
H (-3.271, -2.074, -0.732)
H (-0.096, 1.547, 0.593)
H (-0.408, -0.671, -0.507)
H (-0.033, 0.650, 2.038)
H (1.796, -0.788, 0.959)
H (3.036, 0.491, -1.022)
H (1.331, 2.391, -0.558)
H (-1.468, -2.272, 0.973)
H (-2.919, -0.504, -0.900)

Here are the Löwdin charges for atoms 1 to 6, given in e: number 1, O, carries -0.0613; number 2, N, carries 0.0496; number 3, N, carries 0.1675; number 4, C, carries -0.1457; number 5, C, carries -0.2152; number 6, C, carries -0.1181

***

Molecular formula: C4H12N2O2
Method: DFT, the ωB97M-V functional and the def2-TZVPD basis

Output
Max |F|, eV Å⁻¹: 1.65
Structure (SMILES): CNCC(=O)NC.O
Charge: 0
Frontier orbital gap, eV: 9.6
E_tot, eV: -11417.295
Energy above the lowest of the compared OMol25 structures with the same formula, charge and spin, kJ/mol: 185.39

Geometry (Å):
O (1.290, 1.015, 0.631)
O (1.085, 3.665, 0.544)
N (0.321, 0.938, -1.377)
N (-0.556, -1.043, 1.703)
C (-0.281, 0.205, -2.475)
C (-0.338, -2.497, 1.620)
C (-0.662, -0.396, 0.407)
C (0.423, 0.527, -0.078)
H (-1.243, 0.604, -2.804)
H (-1.539, 0.286, 0.438)
H (0.277, 3.276, 0.916)
H (-0.917, -2.886, 2.462)
H (0.713, -2.792, 1.713)
H (-0.570, -3.036, 0.703)
H (-0.932, -1.132, -0.346)
H (0.102, -0.673, 2.370)
H (1.706, 2.952, 0.739)
H (-0.253, -0.850, -2.220)
H (0.987, 1.662, -1.599)
H (0.386, 0.174, -3.347)

Here are the Löwdin charges for atoms 1 to 6, given in e: number 1, O, carries 0.0255; number 2, O, carries -0.0817; number 3, N, carries 0.0181; number 4, N, carries -0.0978; number 5, C, carries -0.0816; number 6, C, carries -0.1298

***

Molecular formula: C4H12N2O2
Method: DFT, the ωB97M-V functional and the def2-TZVPD basis

Output
Max |F|, eV Å⁻¹: 6.70
Structure (SMILES): CN(C=O)CCN.O
Charge: 0
Frontier orbital gap, eV: 10.0
E_tot, eV: -11415.761
Energy above the lowest of the compared OMol25 structures with the same formula, charge and spin, kJ/mol: 333.45

Geometry (Å):
O (0.077, -0.313, 3.640)
O (1.528, 2.077, 1.091)
N (0.433, 0.687, -0.376)
N (-1.111, -1.884, 0.181)
C (0.503, 1.781, 0.462)
C (-0.860, -1.242, -1.037)
C (1.500, 0.584, -1.322)
C (-0.886, 0.345, -0.920)
H (2.427, 0.790, -0.719)
H (0.955, -0.383, 3.438)
H (-1.819, 0.549, -0.213)
H (0.128, -1.547, -1.366)
H (1.540, 1.311, -2.103)
H (-0.413, 2.403, 0.473)
H (-1.962, -2.027, 0.433)
H (-0.417, -2.014, 0.773)
H (-1.501, -1.614, -1.900)
H (-1.095, 1.026, -1.822)
H (1.525, -0.532, -1.664)
H (-0.551, 0.003, 2.954)

Here are the Löwdin charges for atoms 1 to 6, given in e: number 1, O, carries -0.0344; number 2, O, carries 0.0109; number 3, N, carries -0.1973; number 4, N, carries 0.0706; number 5, C, carries -0.3048; number 6, C, carries -0.2700

***

Molecular formula: C4H12N2O2
Method: DFT, the ωB97M-V functional and the def2-TZVPD basis

Output
Max |F|, eV Å⁻¹: 3.23
Charge: 0
Frontier orbital gap, eV: 9.3
E_tot, eV: -11416.490
Energy above the lowest of the compared OMol25 structures with the same formula, charge and spin, kJ/mol: 263.13

Geometry (Å):
O (1.652, -0.533, 0.379)
O (-1.220, -0.481, 1.555)
N (-0.507, 0.364, -0.535)
N (0.094, 1.421, 1.547)
C (-0.548, 0.334, 0.970)
C (-1.436, -0.593, -1.146)
C (-0.439, 1.658, -1.228)
C (1.701, -1.880, 0.743)
H (-1.462, -1.510, -0.565)
H (0.011, 1.387, 2.553)
H (-1.252, 2.322, -0.934)
H (2.739, -2.170, 0.951)
H (1.113, -2.107, 1.647)
H (-1.103, -0.823, -2.158)
H (0.927, 1.793, 1.115)
H (0.521, 2.108, -0.980)
H (-0.452, 1.484, -2.303)
H (0.774, -0.045, -0.393)
H (-2.445, -0.182, -1.169)
H (1.333, -2.550, -0.048)

Here are the Löwdin charges for atoms 1 to 6, given in e: number 1, O, carries -0.3031; number 2, O, carries 0.0897; number 3, N, carries -0.2052; number 4, N, carries 0.1690; number 5, C, carries -0.5305; number 6, C, carries -0.0386

***

Molecular formula: C4H12N2O2
Method: DFT, the ωB97M-V functional and the def2-TZVPD basis

Output
Max |F|, eV Å⁻¹: 3.60
Charge: 0
Frontier orbital gap, eV: 9.3
E_tot, eV: -11412.127
Energy above the lowest of the compared OMol25 structures with the same formula, charge and spin, kJ/mol: 684.11

Geometry (Å):
O (1.992, -1.199, 0.004)
O (-0.116, 2.191, -0.425)
N (1.031, 2.021, -1.079)
N (0.945, -0.695, -0.804)
C (-0.510, -1.709, 0.912)
C (-0.236, -0.784, -0.247)
C (-0.194, 1.361, 1.190)
C (-1.384, -0.514, -1.180)
H (1.816, 2.418, -0.550)
H (-1.069, 0.067, -2.042)
H (-0.125, 2.363, 1.601)
H (-0.636, -2.719, 0.527)
H (2.766, -1.121, -0.565)
H (-1.841, -1.457, -1.493)
H (-1.439, -1.411, 1.412)
H (-1.104, 0.942, 1.600)
H (0.733, 0.853, 1.469)
H (-2.131, 0.100, -0.670)
H (0.303, -1.717, 1.635)
H (1.197, 1.009, -1.295)

Here are the Löwdin charges for atoms 1 to 6, given in e: number 1, O, carries -0.0600; number 2, O, carries -0.2505; number 3, N, carries -0.0698; number 4, N, carries -0.0146; number 5, C, carries -0.0440; number 6, C, carries -0.4408